94
Properties=species:S:1:pos:R:3:forces:R:3 method="wB97M-V/def2-TZVPD" smiles=COC[C@H](C)N.COC[C@H](C)N.COC[C@H](C)N.COC[C@H](C)N.COC[C@H](C)N.O.O.O spin_multiplicity=1 de_lowest_kcal_mol=10.34 e_lumo_ev=0.451 e_tot_ha=-1674.20724
C -0.62708 -1.91330 -6.73315 0.0761 -0.5808 0.3544
O -0.63901 -0.52971 -6.92106 -0.1778 0.7930 -0.2448
C -0.23432 0.23841 -5.80861 -0.5112 -1.3590 0.8095
C -1.09486 -0.03348 -4.54480 0.2124 1.0543 0.1523
C -2.54297 0.28364 -4.81505 -0.9722 -0.1410 -0.5000
N -0.60066 0.85031 -3.48048 0.1491 -0.1358 0.6009
H -1.42006 -2.31055 -6.08260 -0.2373 0.3734 -0.1468
H 0.29037 -2.27103 -6.24345 0.2262 0.1410 -0.3537
H -0.75000 -2.34508 -7.72389 0.1555 -0.1751 0.0723
H 0.81464 0.01826 -5.58040 0.1293 0.0517 0.0784
H -0.33290 1.30006 -6.02581 -0.0455 -0.0046 -0.3965
H -1.06561 -1.06127 -4.17597 0.4790 0.0078 -0.0726
H -2.96235 -0.46954 -5.48958 0.0705 0.2522 -0.1982
H -2.69243 1.27324 -5.25890 0.2016 -0.0706 -0.1563
H -3.20695 0.26005 -3.94959 0.4179 -0.1211 0.3436
H 0.33880 0.60803 -3.15209 -0.2946 0.0606 -0.2655
H -0.56897 1.82031 -3.77946 -0.0426 -0.0724 -0.1225
C -0.38932 0.47759 3.61186 -0.4473 -0.7736 -0.9116
O 0.00603 -0.29968 4.70863 0.6656 0.4436 0.6663
C -0.91992 -1.23189 5.21501 0.0412 0.3387 -0.5858
C -2.17750 -0.60506 5.81685 0.2799 -1.4158 0.9567
C -1.87694 0.33471 6.98655 0.6276 0.5676 -0.7877
N -2.95785 -1.74838 6.30227 -0.6007 -0.1553 -0.9447
H -1.26477 1.11198 3.76677 0.1307 0.1453 0.3778
H -0.63486 -0.16960 2.75676 -0.1466 -0.1073 0.0198
H 0.45609 1.05299 3.25123 0.0431 0.2485 0.4282
H -1.19055 -1.91732 4.40313 -0.2665 -0.1046 0.0721
H -0.38413 -1.80733 5.97243 0.0316 0.0573 0.0848
H -2.73795 -0.17308 4.98597 -0.0642 0.4732 0.2878
H -1.51836 -0.20623 7.86198 -0.3351 -0.3136 -0.0128
H -2.77273 0.90841 7.21974 0.1018 0.0901 0.2381
H -1.04044 1.00488 6.75367 -0.3425 0.2451 -0.1808
H -3.78308 -1.49512 6.81971 0.0414 0.0224 0.1475
H -2.43688 -2.47330 6.76687 0.1710 0.1742 0.2343
C -1.17635 3.46645 2.55047 -0.2611 0.9425 0.0753
O -2.52252 3.05217 2.66068 -0.5243 -0.5480 0.3830
C -2.97782 2.21710 1.59331 1.0321 0.5934 -0.1711
C -4.46257 1.99448 1.69120 -0.5794 0.7295 -1.1274
C -4.99865 1.11357 0.54948 0.8821 -1.2418 0.6944
N -5.13679 3.29914 1.54563 -0.1882 -0.0394 1.1696
H -0.50686 2.76636 2.05218 -0.1835 -0.1856 -0.0632
H -0.82239 3.68561 3.55789 0.0632 -0.2513 0.0658
H -1.15478 4.43215 2.03049 0.1615 -0.1079 -0.2973
H -2.83133 2.80042 0.67447 0.3510 -0.4721 -0.3177
H -2.36554 1.30992 1.62360 -0.1978 -0.1429 -0.4029
H -4.65296 1.53165 2.66374 -0.4232 0.1706 -0.0242
H -4.44657 0.16542 0.56096 0.0708 0.0498 -0.0767
H -4.84856 1.53127 -0.44615 -0.1046 0.3764 0.0930
H -6.03212 0.80063 0.67966 -0.1714 0.4950 0.0583
H -5.25742 3.59223 0.58771 0.1599 -0.2721 -0.1678
H -4.59136 4.00940 2.02160 -0.1316 0.0268 0.0391
C 3.04882 0.77237 2.44617 -0.8565 -1.4143 0.6355
O 3.96035 0.00033 1.69606 0.4996 0.0264 -0.1452
C 4.15495 0.58848 0.43191 -0.0901 0.5051 0.4566
C 5.18686 -0.14299 -0.37135 0.9232 -0.8284 -0.1284
C 6.51641 -0.34475 0.34597 0.2141 0.9067 1.0654
N 5.35231 0.53096 -1.66715 0.0002 -0.0134 -0.1644
H 3.38885 1.79109 2.63659 -0.1942 0.1567 -0.3871
H 2.88261 0.28450 3.41188 0.5612 0.0005 0.0603
H 2.05972 0.62726 1.99501 0.0463 1.0215 -0.3208
H 3.21571 0.61044 -0.13330 -0.0626 0.0931 0.1268
H 4.46783 1.63183 0.59405 0.0409 0.0839 -0.2259
H 4.80553 -1.16281 -0.51685 -0.1712 0.1527 -0.4420
H 6.92309 0.60516 0.72361 -0.2843 0.1116 -0.0667
H 7.33574 -0.72291 -0.26564 -0.3706 -0.4646 -0.2317
H 6.36710 -0.94945 1.24298 0.1496 -0.2026 -0.1967
H 6.15426 0.10740 -2.12454 -0.2009 -0.1591 -0.1873
H 5.66967 1.48761 -1.51959 -0.2188 0.0016 0.2079
C 0.25726 -2.09535 0.98488 0.0303 -0.3112 0.5164
O 0.81884 -2.83479 -0.07335 0.3101 -0.7681 -0.0786
C 1.29235 -2.10154 -1.15845 0.0347 0.4423 -0.8992
C 1.56329 -3.02268 -2.35769 -0.4510 -0.6445 0.3095
C 2.20309 -2.28966 -3.54315 -0.3571 -0.1835 1.1754
N 0.27655 -3.59513 -2.78411 0.3643 0.7786 -0.2094
H -0.74140 -1.73900 0.71572 0.2005 0.4380 -0.0152
H 0.93344 -1.31847 1.35340 -0.1963 0.3196 -0.3999
H 0.14827 -2.76922 1.83911 -0.0692 -0.2120 -0.2237
H 0.55079 -1.35766 -1.47821 -0.0783 0.0559 0.0351
H 2.22107 -1.55654 -0.92217 0.0963 -0.1110 0.3570
H 2.20638 -3.84680 -2.01685 0.3031 0.2655 0.0691
H 3.11250 -1.82021 -3.16458 0.0158 0.2686 -0.3770
H 1.45630 -1.56600 -3.86901 0.3289 0.2410 -0.2566
H 2.46837 -2.95989 -4.35892 -0.0839 -0.0935 0.0156
H -0.07506 -4.21248 -2.06549 -0.0738 -0.2241 -0.2505
H 0.43778 -4.05066 -3.67297 -0.3626 -0.4737 0.2139
O 0.21296 1.14707 0.22284 0.2000 0.1470 -0.1545
H 0.89987 1.38309 -0.41477 -0.1250 -0.0186 0.0038
H -0.59324 1.02938 -0.30832 -0.0821 -0.0883 0.2251
O -2.17032 0.39908 -1.20561 0.3299 0.2529 -0.3742
H -1.65299 0.68819 -2.01220 -0.2740 -0.4000 0.1184
H -3.08696 0.60833 -1.40711 0.0224 0.0211 0.1344
O 2.10899 0.73860 -2.42821 0.1531 0.2121 0.0309
H 2.53499 0.07323 -1.87246 0.0356 0.0829 -0.2051
H 2.82914 1.10476 -2.95958 0.0197 -0.1069 0.2083

110
Properties=species:S:1:pos:R:3:forces:R:3 method="wB97M-V/def2-TZVPD" spin_multiplicity=1 e_lumo_ev=-0.644 e_tot_ha=-2674.63604
O -0.85224 -5.07584 2.40812 0.7546 -0.5749 0.0882
O 4.84720 1.19360 -1.32365 -0.2247 1.2759 -0.7156
C 5.70623 3.05319 -4.06298 -0.7271 -1.1196 1.2545
C 5.03749 2.53925 -3.16892 1.8075 2.4113 -3.0038
C -1.34183 -4.37121 1.53283 -1.6794 -1.1733 0.5169
C 4.31988 2.06873 -2.05076 -3.3548 -2.0218 2.3762
C -2.75756 0.14433 1.15462 -1.6682 -1.8438 0.4780
C -3.80517 -0.79383 1.37383 2.3504 3.2171 -1.0351
C 0.39103 -2.61176 1.12852 -0.9730 -1.4119 0.1298
C 0.72222 -1.29530 0.91870 0.7175 1.0679 -0.4305
C -0.94925 -2.99390 1.33576 1.0400 2.0897 -0.0356
C -1.52624 -0.63063 1.21275 0.4311 3.5302 -0.8651
C -1.89983 -1.91999 1.44211 1.1248 -3.0305 -0.1226
C -0.15881 -0.24496 0.90986 -1.1930 -0.5048 0.7168
N -2.45433 -4.79910 0.89102 -0.5021 0.2733 -1.0233
N -3.25592 -1.98979 1.60005 0.5457 -1.3037 -0.1658
N 0.25204 1.08418 0.65442 0.4551 -0.3535 -1.1089
N 2.96582 2.45745 -1.80574 2.5531 -1.3338 -0.3226
C -2.95074 1.57800 0.81346 1.5342 -0.7966 -0.1061
C -5.23749 -0.57111 1.26650 -1.1512 -0.2425 1.8424
C 2.22672 3.17011 -2.84781 -0.9442 -1.5576 0.1134
C 0.35524 2.04585 1.73292 0.4469 0.4369 0.0471
C 0.89431 1.41422 -0.66498 0.3225 -2.3784 0.1614
C 1.82174 2.57132 1.88393 -0.2593 -1.4528 -0.0476
C 2.31727 3.05369 0.51477 1.5834 0.6776 0.5523
C 2.32008 1.94746 -0.54218 0.0582 1.4740 0.7983
H 6.38516 3.39108 -4.86084 -0.7713 -0.2484 0.9227
H 1.24156 -3.30971 1.08779 -0.8774 -0.1418 0.1004
H 1.74770 -1.06071 0.71502 0.4512 0.1515 -0.0065
H -2.89523 -4.13168 0.24267 0.4278 -0.9851 0.0814
H -2.79222 -5.78555 0.90090 0.5205 1.3642 0.2370
H -3.79044 -2.83068 1.55847 -0.3126 -0.5569 0.5972
H -2.24980 1.75058 0.00107 -0.2212 0.4541 -0.4724
H -3.95926 1.77022 0.52349 -0.5226 0.4915 -0.1414
H -2.57458 2.19822 1.61175 -0.3226 0.4424 0.3968
H -5.46192 0.46169 1.08525 -0.0608 0.4882 -0.1221
H -5.70160 -0.83697 2.24931 0.0548 0.1936 -0.7386
H -5.74332 -1.16139 0.52273 -0.0895 -0.4260 -0.4386
H 1.26995 3.45862 -2.43304 0.0074 0.5532 0.0771
H 1.95791 2.53072 -3.71734 0.4525 0.1296 0.6337
H 2.80607 3.97375 -3.21441 0.3973 1.0790 -0.2315
H -0.11770 1.64017 2.63614 0.5499 -0.1431 -0.0903
H -0.25774 2.90933 1.50902 -0.3815 0.6157 -0.3173
H 0.97385 0.48150 -1.27938 -0.3647 0.5278 0.6925
H 0.22394 2.01971 -1.22571 -0.4415 1.0694 -0.4406
H 2.43918 1.72699 2.29513 -0.2640 0.8337 -0.4011
H 1.90220 3.41771 2.56366 -0.2456 -0.1622 0.2768
H 1.64298 3.84011 0.22385 -0.3189 0.5714 -0.3964
H 3.35336 3.55958 0.61635 -1.5437 -0.9707 -0.2673
H 2.91901 1.19480 -0.04720 0.3999 -0.5631 -0.7400
O 5.57831 1.58037 1.25720 -1.1956 -0.8342 -0.1396
H 5.18998 0.73235 1.64940 0.6869 1.7165 -1.3042
H 5.25644 1.66175 0.30140 0.5257 -0.8441 1.7659
O 1.50428 -6.27998 2.94196 0.1896 1.5191 1.1685
H 0.62226 -5.79048 2.86327 1.6648 -0.6085 0.3166
H 2.08463 -5.77949 3.60261 -1.5601 -0.9901 -1.4610
O 4.26736 6.31373 -3.65932 -0.6793 -1.8927 0.2484
H 3.93752 5.68033 -4.37609 0.7301 1.1326 1.8581
H 4.23065 5.83092 -2.77089 -0.0221 0.7850 -2.0836
O 8.55754 4.54817 -3.41233 0.2162 0.1632 1.9941
H 9.39425 4.84881 -2.92931 -2.0515 -0.7207 -0.7802
H 7.84898 4.34564 -2.71902 1.7852 0.5164 -1.2334
O 5.70484 -0.92733 -3.06841 0.9820 -0.5403 1.5914
H 5.44953 -0.41472 -2.23426 0.7943 -0.9146 -1.4293
H 6.47446 -1.54218 -2.83729 -1.7587 1.5250 -0.2234
O -4.61357 -7.27161 2.26647 -0.3930 1.1393 1.4976
H -3.97603 -7.14965 3.04263 -1.6141 0.0012 -1.4162
H -5.47138 -6.78069 2.48309 2.1251 -1.1233 -0.0558
O 4.47673 3.74749 3.42053 -0.7692 1.1731 -1.5816
H 4.67710 3.42446 2.48284 -0.3724 0.5770 1.7264
H 3.91093 4.58349 3.35169 1.3427 -1.9370 -0.1125
O -8.42214 -0.70594 3.01887 -0.9900 -1.7964 0.1559
H -9.16249 -0.92053 3.67431 1.6436 0.1504 -1.5937
H -8.24403 -1.53238 2.46297 -0.6063 1.6248 1.4265
O 2.82372 6.20408 0.61984 -1.4632 0.1566 1.4034
H 1.83388 6.29260 0.42970 2.1338 -0.1750 0.7837
H 2.94861 6.15212 1.62256 -0.6362 0.2018 -2.2157
O 3.18550 1.45707 -5.51933 0.7207 -0.3908 -1.9641
H 2.79020 1.63884 -6.43282 1.1950 -0.5765 1.8528
H 4.09534 1.03359 -5.64824 -1.9806 0.8888 0.0566
O -2.47424 -2.35835 -1.63428 -1.1365 1.3845 0.5672
H -2.16419 -1.71619 -0.91646 -1.0289 -1.1080 -0.7518
H -3.43673 -2.14049 -1.85768 2.2427 -0.1629 0.7252
O -2.74185 -4.32959 4.37790 1.3894 0.9956 -0.2255
H -2.20943 -4.51439 3.53758 -0.6166 0.4087 2.1317
H -2.22802 -3.65974 4.93561 -0.9097 -1.5336 -1.5237
O 4.20138 -1.48108 1.20258 -1.3805 -1.3333 0.4699
H 3.64969 -1.97869 0.51571 1.1596 0.9047 1.7302
H 3.93754 -1.81490 2.12058 0.3255 0.4644 -2.1600
O -0.83687 2.13645 -3.69154 0.6496 -1.0627 -1.3921
H -0.44144 2.16429 -4.62246 -0.8970 -0.3447 2.1205
H -0.87424 1.17017 -3.39376 0.1338 1.4411 -0.6226
O -4.87827 -4.02989 -0.99081 -1.1562 -0.0117 -1.9519
H -5.17352 -4.87147 -1.46865 0.5682 1.8516 0.7975
H -5.27822 -3.23615 -1.47432 0.5325 -1.9776 0.9118
O -0.72519 -0.55367 -2.76159 0.1204 -1.3245 -1.2606
H -0.30938 -0.95361 -3.59280 -1.0062 0.5406 1.9263
H -1.38686 -1.22155 -2.38759 1.1064 0.7876 -1.2077
O -2.27887 -6.73644 -1.63505 1.8659 0.4740 0.0737
H -1.59235 -7.18852 -1.04508 -1.2257 1.1947 -1.4570
H -1.81115 -6.01254 -2.16512 -0.6872 -1.6652 1.3868
O -4.88141 3.34788 -1.55974 0.3122 1.7525 -0.9973
H -5.56588 4.05505 -1.79465 1.7945 -1.3916 0.3608
H -3.98360 3.64702 -1.91782 -2.0933 -0.4116 0.6365
O -5.61049 -3.80194 1.60806 -0.3042 -1.7921 -0.2981
H -5.96246 -4.66207 2.00813 1.0013 1.9277 -1.0574
H -5.26033 -4.00574 0.68091 -0.9729 -0.0654 1.4638
O -1.98217 2.33101 4.17248 -1.6907 0.9636 -0.5796
H -2.92384 1.98930 4.31477 1.9477 1.0109 -0.5005
H -2.03800 3.21275 3.67934 -0.2590 -1.9663 1.1281